61
Properties=species:S:1:pos:R:3 method="wB97M-V/def2-TZVPD" energy_ha=-6748.859308 total_charge=+1 gap_ha=0.0926 spin_multiplicity=1
C 1.962 0.624 1.774
C 1.180 -0.713 2.307
N -0.136 -0.457 3.006
Al -1.342 0.635 1.979
O -1.008 0.674 0.127
P -3.472 -0.372 2.214
S -3.482 -1.815 0.852
C -1.401 2.517 2.792
F -0.127 3.245 2.451
F -1.495 2.497 4.272
C -2.654 3.427 2.245
F -3.951 3.172 2.921
F -2.897 3.329 0.787
F -2.286 4.866 2.516
H 2.256 1.396 2.603
H 1.416 1.219 0.926
H 2.986 0.242 1.294
H 1.118 -1.502 1.425
H 1.892 -1.219 3.120
H 0.008 -0.089 3.991
H -1.682 1.296 -0.317
H -4.537 0.585 2.024
H -3.579 -1.036 3.498
Ca 3.363 2.565 0.708
C -0.540 -0.374 -6.482
O -1.568 -0.882 -5.633
C -1.431 -0.543 -4.326
O -0.532 0.135 -3.851
O -2.467 -1.087 -3.639
C -2.453 -0.811 -2.240
H -0.750 -0.706 -7.502
H -0.536 0.721 -6.470
H 0.437 -0.769 -6.185
H -2.525 0.267 -2.059
H -1.552 -1.224 -1.774
H -3.325 -1.294 -1.791
O 7.776 -0.670 0.776
Cl 7.563 0.353 -0.229
O 6.166 0.741 -0.236
O 7.926 -0.168 -1.533
O 8.385 1.508 0.075
C -4.115 1.199 5.870
Cl -4.349 1.289 7.624
Cl -2.729 0.166 5.479
Cl -5.582 0.599 5.077
H -3.910 2.206 5.498
Ca -2.482 2.669 7.774
O 4.344 0.149 -4.215
S 3.518 -0.842 -4.929
O 4.379 -1.663 -5.799
O 2.513 -0.144 -5.750
O 2.838 -1.710 -3.950
F 4.718 1.339 3.748
Li 6.218 -0.235 -2.574
Na -0.382 0.238 7.159
C -1.095 -4.722 -2.731
C -1.629 -3.389 -3.229
N -2.071 -2.283 -3.642
H -1.916 -5.437 -2.628
H -0.364 -5.119 -3.440
H -0.614 -4.591 -1.758

***

32
Properties=species:S:1:pos:R:3 method="wB97M-V/def2-TZVPD" energy_ha=-975.835365 de_lowest_kj_mol=36.5 gap_ha=0.3625 spin_multiplicity=1
Li 3.232 -0.659 0.671
N 0.340 0.227 -0.523
O 1.494 -0.314 -0.589
O 0.192 1.075 0.321
O -0.645 -0.503 -0.807
O -1.524 -3.118 0.733
H -2.066 -3.657 0.197
H -1.755 -2.246 0.357
O 4.127 -1.511 -1.115
H 4.036 -2.521 -0.873
H 3.947 -1.279 -1.993
O 0.762 -3.231 -0.699
H 0.891 -2.391 -1.003
H 0.008 -3.327 -0.213
O -0.048 4.023 1.086
H 0.204 3.100 0.911
H -0.940 4.183 1.001
O -1.995 0.097 1.851
H -2.812 -0.213 1.665
H -1.449 0.637 1.247
O -4.221 -0.756 0.259
H -3.556 -0.372 -0.293
H -5.078 -0.691 0.100
O 2.260 0.807 2.086
H 1.505 0.836 1.455
H 2.791 1.718 1.972
O -3.014 0.694 -1.827
H -3.177 1.549 -1.565
H -2.177 0.519 -1.426
O 3.243 2.159 -0.954
H 2.959 3.013 -0.535
H 2.466 2.152 -1.494

***

126
Properties=species:S:1:pos:R:3 method="wB97M-V/def2-TZVPD" energy_ha=-28050.850545 de_lowest_kj_mol=64.8 gap_ha=0.2849 spin_multiplicity=1
C -1.389 -1.232 -0.910
C -0.302 -0.406 -1.619
O -0.142 0.843 -0.945
C 1.209 1.106 -0.536
B 1.874 2.061 -1.618
O 2.647 1.475 -2.630
B 1.889 1.595 -3.787
C 1.573 0.441 -4.805
C 2.876 -0.184 -5.318
C 3.722 -0.829 -4.296
O 4.056 0.432 -4.910
O 1.320 2.854 -4.006
B 1.570 3.786 -3.035
P 1.692 5.642 -3.681
N 2.209 5.577 -5.183
O 1.705 3.438 -1.700
H -2.329 -1.126 -1.451
H -1.109 -2.283 -0.868
H -1.561 -0.855 0.097
H -0.621 -0.233 -2.651
H 0.633 -0.967 -1.677
H 1.181 1.581 0.446
H 1.817 0.203 -0.441
H 1.083 0.831 -5.698
H 1.011 -0.380 -4.363
H 2.840 -0.650 -6.297
H 4.427 -1.578 -4.636
H 3.459 -0.734 -3.253
H 2.591 6.396 -2.886
H 0.374 6.200 -3.634
H 1.536 5.996 -5.815
C -2.506 -5.860 -1.277
Cl -3.499 -4.925 -0.160
Cl -1.578 -4.778 -2.315
Cl -1.434 -6.957 -0.399
H -3.160 -6.453 -1.901
C 2.087 -4.517 -2.941
Cl 1.991 -4.211 -4.675
Cl 3.681 -5.108 -2.494
Cl 1.697 -3.055 -2.026
H 1.356 -5.276 -2.692
C -0.339 5.564 1.033
Cl 0.118 6.078 -0.594
Cl -1.959 6.136 1.444
Cl -0.247 3.814 1.139
H 0.354 5.992 1.749
C -1.441 -1.285 -7.026
Cl -2.410 -0.353 -5.883
Cl -0.513 -0.214 -8.077
Cl -0.374 -2.399 -6.168
H -2.111 -1.866 -7.644
C -3.390 -6.221 3.621
Cl -4.627 -4.979 3.811
Cl -3.956 -7.486 2.531
Cl -1.879 -5.520 3.038
H -3.206 -6.669 4.588
C 3.783 -8.590 0.164
Cl 2.243 -7.868 -0.329
Cl 4.042 -10.120 -0.670
Cl 5.126 -7.484 -0.128
H 3.743 -8.790 1.227
C -2.007 0.231 3.381
Cl -1.589 0.797 1.765
Cl -3.633 0.755 3.825
Cl -1.872 -1.528 3.481
H -1.309 0.666 4.083
C -7.644 -7.583 2.867
Cl -8.961 -6.546 3.415
Cl -7.234 -8.781 4.098
Cl -8.057 -8.372 1.344
H -6.772 -6.963 2.701
C 3.796 -4.830 3.210
Cl 2.534 -3.606 3.337
Cl 3.282 -6.118 2.119
Cl 5.309 -4.114 2.656
H 3.962 -5.256 4.191
C 2.468 -0.357 6.221
Cl 1.173 -0.194 5.030
Cl 2.980 -2.039 6.340
Cl 3.828 0.687 5.809
H 2.084 -0.049 7.184
C -3.064 -11.351 3.633
Cl -4.572 -10.579 3.150
Cl -2.839 -12.891 2.802
Cl -1.702 -10.268 3.329
H -3.110 -11.544 4.696
C -2.113 8.033 -4.688
Cl -3.804 7.547 -4.761
Cl -1.367 7.470 -3.189
Cl -1.226 7.420 -6.087
H -2.066 9.112 -4.702
C -7.392 -2.076 3.641
Cl -6.907 -2.956 5.095
Cl -6.502 -0.559 3.532
Cl -7.138 -3.053 2.194
H -8.447 -1.855 3.716
C 2.044 -10.882 4.314
Cl 1.056 -9.949 5.432
Cl 2.971 -9.802 3.266
Cl 3.114 -11.977 5.186
H 1.387 -11.474 3.691
C 7.463 3.384 -2.978
Cl 6.370 4.142 -1.821
Cl 8.401 4.603 -3.841
Cl 8.531 2.235 -2.166
H 6.867 2.842 -3.698
C -4.082 9.919 -1.253
Cl -5.594 9.081 -1.599
Cl -2.885 8.813 -0.576
Cl -3.466 10.736 -2.693
H -4.281 10.686 -0.509
C 2.660 6.431 4.437
Cl 1.252 7.352 4.969
Cl 3.083 5.190 5.615
Cl 2.362 5.707 2.855
H 3.495 7.110 4.345
C -3.955 14.119 0.995
Cl -5.328 14.650 0.026
Cl -3.621 12.404 0.713
Cl -2.529 15.092 0.651
H -4.208 14.243 2.039
C 5.161 8.168 1.655
Cl 3.768 9.071 2.262
Cl 5.615 6.892 2.793
Cl 4.831 7.507 0.060
H 5.994 8.852 1.569

***

68
Properties=species:S:1:pos:R:3 method="wB97M-V/def2-TZVPD" energy_ha=-2319.128375 total_charge=+1 gap_ha="0.1752 / 0.1752" spin_multiplicity=1
C -1.691 2.936 -3.705
C -1.413 1.636 -3.290
C -0.063 1.161 -3.418
C 0.976 2.129 -3.448
C 0.681 3.433 -3.846
C -0.648 3.819 -4.029
C 2.273 1.702 -2.857
C 2.583 0.289 -3.211
C 1.484 -0.606 -3.195
C 1.733 -1.981 -2.859
C 3.031 -2.468 -2.976
C 4.095 -1.597 -3.265
C 3.877 -0.219 -3.331
H -2.728 3.270 -3.749
H 1.506 4.133 -4.008
H -0.880 4.824 -4.384
H 3.099 2.393 -3.052
H 3.213 -3.534 -2.822
H 5.097 -2.001 -3.405
H 4.703 0.477 -3.475
N 0.205 -0.169 -3.348
In 0.261 0.211 0.448
C -2.404 0.732 -2.611
H -2.204 -0.305 -2.910
H -3.440 1.022 -2.837
C 0.585 -2.781 -2.299
H -0.334 -2.498 -2.831
H 0.778 -3.861 -2.381
P -2.206 0.727 -0.741
P 0.245 -2.379 -0.503
C 1.483 -3.448 0.322
H 1.349 -3.374 1.410
H 1.341 -4.492 0.006
H 2.497 -3.116 0.061
C -1.272 -3.380 -0.269
H -1.035 -4.439 -0.457
H -1.632 -3.265 0.762
H -2.053 -3.047 -0.966
C -2.722 2.440 -0.357
H -3.641 2.684 -0.911
H -2.908 2.548 0.721
H -1.928 3.137 -0.652
C -3.734 -0.191 -0.300
H -4.036 0.024 0.734
H -4.544 0.122 -0.977
H -3.571 -1.273 -0.409
H 2.070 1.662 -1.709
H 1.713 1.081 -0.146
C -2.120 -0.290 3.171
P -0.509 0.532 2.888
C -0.846 2.314 3.120
C 0.432 0.096 4.389
C 1.716 -0.470 4.288
C 2.409 -0.819 5.454
C 1.833 -0.598 6.712
C 0.558 -0.029 6.809
C -0.143 0.322 5.651
H -2.770 -0.175 2.295
H -2.615 0.135 4.054
H -1.949 -1.361 3.347
H -1.186 2.503 4.147
H 0.090 2.863 2.949
H -1.597 2.665 2.402
H 2.156 -0.636 3.299
H 3.405 -1.262 5.374
H 2.382 -0.864 7.615
H 0.103 0.147 7.785
H -1.139 0.765 5.730

***

83
Properties=species:S:1:pos:R:3 method="wB97M-V/def2-TZVPD" energy_ha=-1969.269959 total_charge=-1 gap_ha=0.1859 spin_multiplicity=1
C -3.080 3.354 -1.674
Si -1.383 3.000 -2.598
C -1.352 4.175 -4.123
C -1.419 1.114 -3.032
C -0.404 0.673 -4.242
C 0.514 -0.581 -3.675
C -0.007 -2.065 -4.160
C -0.613 -2.951 -2.884
C 0.441 -4.061 -2.296
C 0.489 -4.139 -0.640
C 0.887 -2.719 0.078
C 2.464 -2.835 0.538
P 3.656 -2.008 -0.704
N 3.012 -0.577 -1.124
O 3.865 -2.922 -2.201
O 5.244 -1.638 0.002
C 0.003 3.425 -1.273
C -0.230 4.864 -0.467
C 0.805 5.364 0.714
C 2.104 4.406 1.046
C 2.342 2.971 0.232
C 1.289 2.459 -0.944
H -3.148 4.495 -1.420
H -4.006 2.922 -2.244
H -2.971 2.773 -0.638
H -1.537 3.570 -5.117
H -0.337 4.771 -4.266
H -2.232 4.967 -4.025
H -2.532 0.882 -3.387
H -1.234 0.537 -2.026
H 0.261 1.566 -4.621
H -1.084 0.245 -5.121
H 0.557 -0.617 -2.491
H 1.623 -0.458 -4.055
H -0.773 -1.987 -5.046
H 0.919 -2.681 -4.568
H -1.002 -2.276 -2.007
H -1.560 -3.560 -3.269
H 1.532 -3.968 -2.724
H 0.048 -5.133 -2.644
H 1.344 -4.914 -0.359
H -0.499 -4.569 -0.162
H 0.221 -2.637 1.064
H 0.636 -1.769 -0.565
H 2.531 -2.192 1.525
H 2.869 -0.579 -2.162
H 4.326 -2.351 -2.896
H 5.184 -0.646 0.209
H -1.163 5.556 -0.742
H 0.574 6.373 1.268
H 2.841 4.740 1.903
H 3.254 2.277 0.497
H 1.386 1.460 -1.546
C 4.377 5.403 6.367
C 3.631 6.025 5.200
O 2.623 5.177 4.655
C 1.564 4.801 5.530
C 0.758 5.981 6.045
H 4.773 4.419 6.094
H 5.206 6.046 6.677
H 3.722 5.263 7.232
H 4.345 6.218 4.392
H 3.204 6.994 5.474
H 1.950 4.195 6.356
H 0.900 4.150 4.952
H 1.358 6.621 6.699
H -0.106 5.633 6.619
H 0.405 6.601 5.214
C -4.861 -8.086 1.528
C -3.942 -6.899 1.755
O -2.999 -6.701 0.705
C -3.532 -6.432 -0.588
C -4.362 -5.161 -0.647
H -4.280 -8.992 1.323
H -5.489 -8.259 2.407
H -5.522 -7.923 0.672
H -3.360 -7.078 2.666
H -4.515 -5.983 1.929
H -4.102 -7.294 -0.951
H -2.676 -6.321 -1.260
H -5.277 -5.252 -0.054
H -4.652 -4.942 -1.678
H -3.797 -4.311 -0.249

***

12
Properties=species:S:1:pos:R:3 method="wB97M-V/def2-TZVPD" energy_ha=-285.244460 total_charge=+1 s_squared=0.757 de_lowest_kj_mol=194.0 gap_ha="0.3684 / 0.1530" spin_multiplicity=2
O 1.966 0.378 0.635
C 2.168 0.659 -0.504
H 1.317 0.713 -1.216
H 3.168 0.852 -0.891
N -1.508 -1.102 0.873
C -1.698 -0.519 -0.431
O -0.758 0.532 -0.507
H -1.393 -0.459 1.653
H -0.806 -1.847 0.936
H -1.500 -1.239 -1.222
H -2.714 -0.114 -0.519
H -1.186 1.321 -0.124